{"formula": "C17H20Cl3F4O13P", "method": "ωB97M-V/def2-TZVPD", "species": ["C", "C", "Cl", "C", "P", "Cl", "C", "C", "O", "Cl", "H", "H", "H", "H", "H", "H", "H", "H", "C", "C", "O", "C", "O", "O", "F", "H", "H", "H", "C", "C", "O", "C", "O", "O", "F", "H", "H", "H", "C", "C", "O", "C", "O", "O", "F", "H", "H", "H", "C", "C", "O", "C", "O", "O", "F", "H", "H", "H"], "coordinates": [[-0.68448, 5.16261, 3.32483], [-0.43044, 4.29443, 2.00849], [-1.95831, 3.26038, 1.69496], [0.78521, 3.25009, 2.12682], [0.62831, 2.09817, 0.59072], [2.33937, 0.86790, 0.39727], [0.72760, 3.26517, -0.93531], [1.93392, 4.31267, -0.83032], [1.71010, 5.48909, -0.49313], [3.60673, 3.70692, -1.26939], [-1.80917, 5.33039, 3.49939], [-0.17996, 6.17703, 3.15831], [-0.30209, 4.67129, 4.28868], [-0.34284, 4.95813, 1.07932], [1.81811, 3.72895, 2.04475], [0.68148, 2.66812, 3.10528], [0.86929, 2.69371, -1.90837], [-0.25302, 3.85802, -0.92734], [-3.73958, 0.62742, 2.97835], [-2.79975, -0.45702, 3.39901], [-3.66840, -1.51194, 3.76408], [-4.78321, -1.34776, 2.99717], [-5.61462, -2.19005, 2.83261], [-4.82858, -0.10779, 2.43439], [-2.08590, -0.08770, 4.49083], [-4.09273, 1.22974, 3.82023], [-3.30059, 1.28915, 2.23286], [-2.12105, -0.79525, 2.61012], [1.75929, -3.71819, 0.59595], [1.39495, -3.58345, 2.04014], [0.97006, -2.23855, 2.14042], [0.47060, -1.92201, 0.91448], [-0.21829, -0.97035, 0.69530], [0.84518, -2.82708, -0.03306], [2.47832, -3.75421, 2.83371], [2.78269, -3.39512, 0.38678], [1.63106, -4.73698, 0.22758], [0.58964, -4.24857, 2.36517], [4.19462, 1.38348, -6.05285], [3.35255, 2.25630, -5.17820], [2.78674, 1.34633, -4.25712], [3.69615, 0.33597, -4.14377], [3.69383, -0.47288, -3.26552], [4.61313, 0.36750, -5.15220], [2.34948, 2.83042, -5.88540], [3.62589, 0.93290, -6.87099], [5.05053, 1.91428, -6.47166], [3.91274, 3.02500, -4.63785], [-2.72069, -4.40680, -0.60037], [-1.36501, -4.98148, -0.86417], [-1.58918, -5.85522, -1.95087], [-2.63747, -5.31798, -2.63827], [-2.93709, -5.62522, -3.75198], [-3.29618, -4.38069, -1.89917], [-0.93019, -5.71303, 0.19546], [-3.32717, -5.04008, 0.05334], [-2.67255, -3.40461, -0.17151], [-0.60904, -4.24150, -1.13798]], "forces_ev_per_angstrom": [[-0.2140, 0.1781, -0.0980], [0.4395, 0.0065, 0.4231], [0.6203, 0.8356, 0.1497], [0.4788, 0.7189, -0.6878], [-0.8396, -0.7621, -0.3250], [-0.1864, 1.0690, 0.3091], [1.6403, 1.0689, 0.0262], [-2.4748, 2.9260, 0.5831], [1.5381, -4.2766, -1.0581], [-1.3478, 0.4981, 0.3877], [1.7387, -0.1675, -0.5345], [-0.6558, -1.4423, 0.4674], [-0.3124, 0.6016, -1.6044], [-0.0464, -0.9820, 1.5003], [-1.4669, -0.1595, 0.5354], [0.1947, 0.5826, -1.5614], [-0.3510, 0.3524, 1.4730], [1.4925, -0.8027, -0.1042], [-0.0625, 0.8954, -0.4148], [0.4359, 0.0047, 0.4973], [-0.1496, 0.2036, -0.6189], [-1.2509, -0.8017, -0.2223], [0.6429, 0.6375, 0.1535], [0.1501, -0.6649, 0.2949], [0.1782, -0.0729, 0.0393], [0.1763, -0.1583, 0.0929], [-0.2428, -0.2670, -0.0085], [0.1187, 0.0731, 0.1545], [0.4373, -0.6909, -0.7000], [0.4986, -0.0516, 0.5957], [-0.4109, -0.2633, -0.6030], [-0.5722, 1.1857, -0.4029], [0.2347, -0.8733, 0.2113], [-0.1952, 0.3849, 0.5917], [-0.0690, -0.0646, 0.1389], [-0.0572, 0.0410, 0.2431], [-0.1607, 0.1677, -0.0761], [0.1324, 0.0104, 0.1149], [0.6370, -0.0268, -0.7507], [-0.6553, 0.3379, -0.1548], [0.7311, -0.0239, -0.0854], [0.0902, -1.2936, 1.0542], [-0.0392, 0.6199, -0.7460], [-0.4388, 0.1447, 0.4708], [-0.0616, 0.2033, 0.0604], [-0.1601, 0.1625, 0.1272], [0.0388, -0.1768, 0.1614], [-0.1746, 0.0725, -0.0517], [-0.5152, 0.6374, 0.5685], [0.2405, -0.4050, 0.0812], [-0.1946, 0.6186, -0.0031], [-0.7302, -0.3358, -1.4586], [0.2297, 0.2025, 0.9358], [0.4809, -0.4056, -0.2397], [0.2890, -0.0221, 0.1764], [0.2236, -0.0971, -0.0091], [-0.0889, -0.0083, -0.2328], [0.0156, -0.1448, 0.1327]], "homo_lumo_gap_ev": 8.987, "total_charge": 0, "spin_multiplicity": 1, "e_lumo_ev": 0.1}


{"formula": "C17H20Cl3NO5Pt", "method": "ωB97M-V/def2-TZVPD", "species": ["C", "C", "C", "C", "C", "C", "C", "C", "C", "C", "Pt", "Cl", "Cl", "Cl", "H", "H", "H", "H", "H", "H", "H", "H", "H", "H", "H", "H", "H", "H", "H", "O", "H", "O", "C", "O", "C", "C", "C", "C", "C", "C", "N", "O", "O", "H", "H", "H", "H"], "coordinates": [[-1.90311, -1.68331, -0.88545], [-0.75789, -2.45262, -0.49217], [0.40021, -1.82619, -0.99961], [-0.84938, -3.71154, 0.25509], [-0.00940, -0.58065, -1.73361], [-1.49937, -0.63094, -1.72036], [-2.37118, 0.27183, -2.46566], [-3.29992, -2.01355, -0.56943], [1.67333, -2.53043, -1.15659], [0.71299, -0.08452, -2.92572], [0.43033, 0.41825, 0.06081], [0.95169, -1.66017, 2.13116], [-1.35912, 0.16628, 1.64176], [2.67034, 0.43112, -0.46421], [-1.59324, -3.62271, 1.06155], [0.11390, -3.94943, 0.72126], [-1.15835, -4.55311, -0.38653], [1.90706, -3.06143, -0.22576], [2.49380, -1.82931, -1.35309], [1.60894, -3.27000, -1.97501], [1.78603, -0.10014, -2.70063], [0.41999, 0.95749, -3.09578], [0.48122, -0.68349, -3.82071], [-1.76313, 0.96030, -3.08045], [-3.02031, 0.86813, -1.78336], [-3.01034, -0.30034, -3.16689], [-3.39653, -2.36597, 0.47362], [-3.65249, -2.81035, -1.24653], [-3.94932, -1.13295, -0.72803], [-1.42089, 1.41749, -0.14433], [-0.97099, 2.30815, 0.18334], [1.72222, 1.31528, 2.33243], [1.36669, 2.37278, 1.78865], [0.74944, 2.44197, 0.62381], [1.58656, 3.68949, 2.50018], [0.96943, 4.88405, 2.11224], [1.22469, 6.09760, 2.76720], [2.21862, 6.10988, 3.77692], [2.84972, 4.91755, 4.19111], [2.55843, 3.73108, 3.52482], [2.50578, 7.34649, 4.42426], [1.90307, 8.38268, 4.08078], [3.36221, 7.33413, 5.34467], [0.28503, 4.88408, 1.26115], [0.71189, 7.02409, 2.51594], [3.57557, 4.95050, 5.02087], [3.10246, 2.82510, 3.78563]], "forces_ev_per_angstrom": [[1.2581, 0.3999, -1.2366], [-1.5132, 1.1110, -0.4665], [-0.8930, 2.3828, -1.0010], [0.2387, -0.5979, 0.6172], [-0.6935, -2.9001, 0.9203], [0.3527, -1.7018, 1.2221], [-0.7140, 0.8252, -0.6699], [-0.8146, -0.0890, 0.1821], [1.0870, -0.2374, 0.2653], [0.5236, 0.4816, -0.1564], [2.1305, 0.0576, -0.3554], [0.1077, -0.3814, 0.1009], [-0.5092, -0.5742, 1.1028], [0.1064, 0.0742, -0.0909], [0.2354, -0.0321, -0.1829], [-0.2928, 0.0062, -0.0585], [0.0260, 0.1632, 0.0166], [0.0739, 0.0773, -0.1676], [-0.2279, -0.3712, -0.0220], [-0.0616, 0.2235, 0.1426], [-0.2788, 0.0364, -0.4436], [0.1941, -0.1045, -0.2239], [0.0441, 0.0933, 0.1913], [-0.4144, -0.1271, 0.3540], [0.4237, -0.3651, -0.5374], [0.1108, 0.2139, 0.2753], [-0.1148, 0.1960, -0.4393], [-0.1073, 0.0849, 0.2754], [0.2071, -0.4178, 0.2285], [0.5944, 2.9184, -0.3028], [-1.1832, -2.0955, -0.5174], [-0.5612, 1.4064, -1.1459], [0.3425, 0.3072, 1.6868], [0.2601, -0.5931, 0.9627], [0.6907, -0.4220, -0.5004], [-0.1520, 0.8328, 0.1492], [0.2881, -1.0106, -0.3248], [-0.4881, 1.4493, 0.6288], [0.3323, -0.4879, -0.0923], [-0.1309, 0.5504, 0.3095], [-0.0552, -2.5764, -0.7054], [-0.7593, 1.2840, -0.4951], [0.8279, 0.1702, 0.8942], [0.0585, -0.1266, 0.3099], [0.2343, -0.2801, 0.0134], [-0.4659, 0.0675, -0.6692], [-0.3176, 0.0787, -0.0436]], "homo_lumo_gap_ev": [3.593, 5.895], "total_charge": -2, "spin_multiplicity": 5, "e_lumo_ev": [4.0, 3.2]}